Here is one molecule with the formula C9H16Si at a distorted geometry from the OMol25 dataset. Energies are from wB97M-V/def2-TZVPD.

- Frontier orbital gap: 8.983 eV
- Charge: 0
- Total energy: -17468.8741 eV
- ΔE to the lowest compared entry with this formula, charge and spin: 0.0 kcal/mol
- Maximum force: 3.297 eV/A
- SMILES: CC1=CC=C[C@@]1(C)[SiH](C)C
- E_LUMO: 0.91 eV

Bonds (Å) are listed after each position.
CARTESIAN COORDINATES (ANGSTROEM)
1 C 1.200 -2.008 -0.668  C2 1.509, C3 1.351, H11 1.091
2 C 0.001 -1.725 -1.539  C1 1.509, C4 1.368, H12 1.115
3 C 1.072 -1.272 0.458  C1 1.351, C5 1.558, H13 1.107
4 C -0.852 -0.872 -0.894  C2 1.368, C5 1.456, C6 1.484
5 C -0.232 -0.428 0.347  C3 1.558, C4 1.456, C7 1.559, Si10 2.031
6 C -2.233 -0.620 -1.375  C4 1.484, H14 1.090, H15 1.064, H16 1.095
7 C -1.044 -0.736 1.641  C5 1.559, H17 1.043, H18 1.138, H19 1.105
8 C 1.088 1.655 -1.410  Si10 1.892, H20 1.105, H21 1.055, H22 1.097
9 C 1.378 1.823 1.821  Si10 1.960, H23 1.126, H24 1.118, H25 1.077
10 Si 0.216 1.552 0.266  C5 2.031, C8 1.892, C9 1.960, H26 1.598
11 H 1.988 -2.699 -0.975  C1 1.091
12 H -0.195 -2.291 -2.480  C2 1.115
13 H 1.696 -1.174 1.367  C3 1.107
14 H -2.283 0.311 -1.939  C6 1.090
15 H -2.879 -0.596 -0.530  C6 1.064
16 H -2.526 -1.416 -2.068  C6 1.095
17 H -1.435 -1.694 1.770  C7 1.043
18 H -1.906 -0.010 1.798  C7 1.138
19 H -0.400 -0.584 2.527  C7 1.105
20 H 0.882 0.735 -1.987  C8 1.105
21 H 0.905 2.567 -1.908  C8 1.055
22 H 2.126 1.517 -1.083  C8 1.097
23 H 2.247 1.144 2.046  C9 1.126
24 H 1.685 2.866 2.079  C9 1.118
25 H 0.667 1.609 2.601  C9 1.077
26 H -1.164 2.346 0.135  Si10 1.598